Record 1
A cluster of 2 separate species, C5H14N3 in total. Source: the OMol25 dataset; level of theory: ωB97M-V/def2-TZVPD.

Cartesian coordinates (Å):
C 0.589 -2.156 0.002
C 1.498 -1.237 0.814
C 2.477 0.611 -0.167
N 1.425 0.178 0.395
H 0.591 -3.161 0.423
H -0.444 -1.794 0.023
H 0.937 -2.188 -1.034
H 2.531 -1.575 0.759
H 1.183 -1.306 1.859
H 3.436 0.102 -0.082
H 2.500 1.568 -0.692
C -2.055 1.517 1.273
N -1.252 0.887 0.239
C -1.657 0.779 -0.988
N -0.868 0.480 -2.009
H -1.558 2.410 1.663
H -2.148 0.849 2.134
H -3.043 1.769 0.895
H -0.266 0.546 0.468
H -2.685 1.036 -1.218
H 0.113 0.314 -1.849
H -1.303 0.370 -2.908

Computed properties:
E_HOMO (Eh): -0.521
Kohn-Sham gap (eV): 11.3
Multiplicity: 1
E_tot (hartree): -362.9326
Charge: +1
Relative energy (zero: lowest compared OMol25 entry of this formula, charge and spin) (kJ/mol): 122.3
E_LUMO (eV): -2.8


Record 2
An isolated molecule of C3H4N2O2. Source: the OMol25 dataset; level of theory: ωB97M-V/def2-TZVPD.

Cartesian coordinates (Å):
C -1.198 1.876 0.104
C -0.906 0.616 0.000
N -0.833 -0.639 0.250
O -1.234 -1.571 -0.509
C 0.975 -0.429 0.409
N 1.397 -1.339 -0.455
O 1.494 0.245 1.231
H -0.636 2.631 -0.428
H -2.045 2.206 0.694
H 0.665 -1.865 -0.934
H 2.321 -1.730 -0.362

Computed properties:
E_HOMO (spin up / spin down) (Eh): -0.332 / -0.333
Kohn-Sham gap (spin up / spin down) (eV): 9.4 / 9.4
SMILES: C=C=[N+]([O-])C(N)=O
Multiplicity: 1
E_tot (hartree): -376.5459
Charge: 0
Relative energy (zero: lowest compared OMol25 entry of this formula, charge and spin) (kJ/mol): 572.0
E_LUMO (spin up / spin down) (eV): 0.3 / 0.3


Record 3
A cluster of 2 separate species, C15H27FN4O5S2 in total. Source: the OMol25 dataset; level of theory: ωB97M-V/def2-TZVPD.

Cartesian coordinates (Å):
C 3.985 0.631 -1.276
C 2.487 0.862 -1.393
O 1.892 -0.076 -2.278
C 0.508 0.005 -2.216
C -0.126 -0.843 -1.131
C -1.617 -0.519 -1.136
C -2.445 -1.032 0.048
C -1.785 -2.153 0.873
C -1.140 -1.559 2.118
S -0.441 -2.834 3.207
C 1.130 -2.231 3.736
S 2.012 -3.198 4.695
N 1.476 -0.964 3.296
C 2.922 -0.721 3.235
C 3.105 0.685 2.710
O 2.613 1.674 3.591
C 1.708 1.173 4.553
C 0.758 0.120 4.010
N -2.170 -0.915 -2.445
F -1.922 -2.272 -2.649
C -1.440 -0.181 -3.400
N -2.101 0.669 -4.075
N -0.107 -0.376 -3.523
H 4.417 0.252 -2.191
H 4.164 -0.031 -0.436
H 4.423 1.585 -1.007
H 2.293 1.888 -1.709
H 2.075 0.794 -0.386
H 0.227 1.054 -2.037
H -0.001 -1.867 -1.467
H 0.371 -0.725 -0.178
H -1.708 0.568 -1.127
H -3.412 -1.361 -0.314
H -2.608 -0.193 0.714
H -1.119 -2.790 0.301
H -2.588 -2.795 1.220
H -0.426 -0.777 1.891
H -1.932 -1.082 2.688
H 3.391 -0.856 4.208
H 3.357 -1.423 2.533
H 4.175 0.824 2.582
H 2.624 0.763 1.733
H 1.094 2.009 4.869
H 2.234 0.825 5.442
H 0.168 -0.300 4.819
H 0.046 0.621 3.355
H -3.132 0.639 -3.994
H -1.675 1.369 -4.669
H 0.235 0.231 -4.266
C -5.173 2.989 -4.195
O -4.741 1.798 -4.314
O -5.482 3.568 -5.430
O -5.342 3.660 -3.194
H -5.257 2.815 -5.991

Computed properties:
E_HOMO (Eh): -0.280
Kohn-Sham gap (eV): 6.4
Multiplicity: 1
E_tot (hartree): -2079.0754
Charge: 0
E_LUMO (eV): -1.2


Record 4
A structure of composition C42H51BN8O3RuS3. Source: the OMol25 dataset; level of theory: ωB97M-V/def2-TZVPD.

Cartesian coordinates (Å):
Ru -0.764 -0.076 -1.814
C -3.617 3.011 1.559
C -2.304 2.321 1.777
C -1.433 2.673 2.761
C -0.194 1.994 2.944
N 0.145 1.002 2.167
N -0.721 0.670 1.207
B -0.428 -0.575 0.347
N -1.161 -1.791 0.852
N -0.958 -2.034 2.156
C -1.501 -3.102 2.661
C -2.324 -3.944 1.856
C -2.543 -3.672 0.544
C -3.401 -4.514 -0.346
C -1.891 -2.520 0.021
S -2.009 -2.062 -1.629
C -1.153 -3.430 4.105
C 0.144 -4.257 4.057
C -0.909 -2.147 4.903
C -2.262 -4.245 4.773
N 0.999 -0.633 -0.061
N 1.339 0.635 -0.526
C 2.559 0.901 -0.824
C 3.564 -0.121 -0.716
C 3.256 -1.376 -0.348
C 4.312 -2.433 -0.274
C 1.868 -1.715 -0.023
S 1.402 -3.231 0.391
C 2.900 2.302 -1.303
C 4.182 2.780 -0.608
C 3.117 2.236 -2.821
C 1.776 3.283 -0.981
C -1.878 1.250 0.946
S -2.708 0.582 -0.413
C 0.774 2.406 4.035
C 1.288 3.818 3.718
C 0.040 2.410 5.385
C 1.956 1.442 4.114
H -4.359 2.641 2.269
H -3.997 2.831 0.555
H -3.514 4.085 1.709
H -1.677 3.506 3.410
H -2.807 -4.802 2.305
H -3.906 -5.292 0.224
H -2.793 -4.986 -1.121
H -4.145 -3.900 -0.855
H 0.959 -3.669 3.632
H 0.021 -5.154 3.446
H 0.421 -4.568 5.066
H -0.170 -1.511 4.414
H -0.544 -2.406 5.898
H -1.832 -1.572 5.013
H -2.344 -5.250 4.356
H -3.233 -3.752 4.689
H -2.034 -4.357 5.833
H 4.593 0.128 -0.941
H 5.287 -1.980 -0.106
H 4.344 -2.980 -1.218
H 4.097 -3.152 0.513
H 5.055 2.181 -0.872
H 4.071 2.766 0.479
H 4.391 3.806 -0.914
H 3.910 1.531 -3.084
H 3.401 3.220 -3.199
H 2.201 1.925 -3.329
H 1.605 3.337 0.098
H 0.838 2.999 -1.453
H 2.058 4.276 -1.335
H 0.472 4.534 3.601
H 1.881 3.821 2.800
H 1.923 4.168 4.533
H -0.763 3.149 5.419
H 0.745 2.658 6.180
H -0.385 1.428 5.603
H 2.470 1.357 3.156
H 1.635 0.441 4.407
H 2.664 1.809 4.859
C 2.754 -4.594 -2.873
O 2.031 -3.371 -2.876
C 1.075 -3.234 -3.815
C 0.885 -4.104 -4.860
C -0.120 -3.871 -5.817
C -0.901 -2.761 -5.726
C -0.730 -1.853 -4.653
C -1.468 -0.633 -4.688
N -1.423 0.239 -3.747
N -1.933 1.498 -4.033
C -1.630 2.279 -3.049
O -0.973 1.876 -1.983
C -2.022 3.708 -3.080
C -1.839 4.485 -1.939
C -2.196 5.825 -1.946
C -2.728 6.393 -3.095
C -2.905 5.620 -4.236
C -2.556 4.279 -4.231
C 0.243 -2.081 -3.669
O 0.483 -1.288 -2.633
H 3.329 -4.598 -1.953
H 3.425 -4.656 -3.734
H 2.075 -5.449 -2.876
H 1.519 -4.973 -4.965
H -0.246 -4.568 -6.635
H -1.652 -2.547 -6.476
H -2.014 -0.358 -5.586
H -1.414 4.029 -1.054
H -2.056 6.428 -1.058
H -3.005 7.439 -3.103
H -3.313 6.066 -5.133
H -2.695 3.667 -5.111

Computed properties:
E_HOMO (spin up / spin down) (Eh): -0.360 / -0.375
Kohn-Sham gap (spin up / spin down) (eV): 6.0 / 6.4
Multiplicity: 2
E_tot (hartree): -3608.9787
Charge: +1
Relative energy (zero: lowest compared OMol25 entry of this formula, charge and spin) (kJ/mol): 0.0
E_LUMO (spin up / spin down) (eV): -3.7 / -3.9


Among the records above, which one has the highest multiplicity?
C42H51BN8O3RuS3


What is the formula in the second record?
C3H4N2O2